No. 1
The following is a DFT calculation (ωB97M-V/def2-TZVPD) of C25H27N5PdS4 as an isolated structure.

Results
HOMO level (spin up / spin down): -13.5462 / -13.5220 eV
HOMO-LUMO gap (spin up / spin down): 0.29122 / 0.17914 Eh

Geometry as ORCA input:
```
! wB97M-V def2-TZVPD RIJCOSX def2/J DEFGRID3
* xyz 2 5
Pd 0.55 -0.16 -0.51
S 1.36 -1.90 -2.09
C 0.23 -1.54 -3.36
C 0.64 -1.74 -4.69
C -0.18 -1.36 -5.73
C -1.42 -0.79 -5.48
C -1.87 -0.63 -4.17
C -1.05 -1.00 -3.11
S -1.64 -0.98 -1.43
C -2.43 0.68 -1.23
C -2.08 1.28 0.10
C -3.04 1.57 1.06
C -2.63 2.20 2.23
C -1.30 2.51 2.42
C -0.39 2.16 1.42
C 1.07 2.49 1.57
S 2.21 1.49 0.53
C 2.49 2.73 -0.73
C 3.33 3.78 -0.39
C 3.49 4.86 -1.25
C 2.83 4.88 -2.47
C 2.03 3.82 -2.84
C 1.85 2.73 -1.98
S 0.82 1.46 -2.52
N -0.78 1.55 0.31
H 1.62 -2.16 -4.87
H 0.15 -1.50 -6.75
H -2.04 -0.48 -6.30
H -2.85 -0.23 -3.99
H -3.51 0.54 -1.33
H -2.05 1.31 -2.04
H -4.07 1.33 0.90
H -3.35 2.44 2.99
H -0.96 3.02 3.31
H 1.39 2.36 2.60
H 1.23 3.54 1.29
H 3.85 3.76 0.56
H 4.13 5.68 -0.96
H 2.94 5.72 -3.14
H 1.52 3.82 -3.79
C 0.78 -1.26 2.69
N 0.65 -2.28 3.72
C -0.76 -2.45 4.07
N -1.50 -2.85 2.88
C -1.37 -1.84 1.85
N 0.05 -1.64 1.46
C 0.57 -2.96 1.01
N 0.44 -3.95 2.05
C 1.19 -3.54 3.23
C -0.97 -4.12 2.39
H 1.84 -1.13 2.45
H 0.37 -0.32 3.07
H -1.16 -1.51 4.45
H -0.86 -3.22 4.83
H -1.77 -0.90 2.23
H -1.94 -2.15 0.98
H 1.63 -2.85 0.74
H 0.00 -3.28 0.13
H 2.24 -3.41 2.98
H 1.10 -4.30 4.01
H -1.08 -4.88 3.16
H -1.52 -4.43 1.50
*
```



No. 2
The following is a DFT calculation (ωB97M-V/def2-TZVPD) of C25H28BN7O2Pt as an isolated structure.

Results
HOMO level (spin up / spin down): -4.4007 / -7.8815 eV
HOMO-LUMO gap (spin up / spin down): 0.17157 / 0.16640 Eh

Geometry as ORCA input:
```
! wB97M-V def2-TZVPD RIJCOSX def2/J DEFGRID3
* xyz 0 3
H -0.06 -1.45 2.86
N -1.30 -1.02 1.18
B -3.25 -0.89 -0.49
N -2.60 -1.33 0.85
C -3.16 -2.03 1.85
Pt -0.04 -0.04 -0.11
H -4.19 -2.34 1.74
C -2.20 -2.20 2.85
H -2.34 -2.72 3.77
C -1.04 -1.56 2.40
H -4.39 -1.20 -0.62
C 1.11 0.99 -1.39
H 2.10 1.08 -0.90
H 0.68 1.99 -1.51
H 1.20 0.49 -2.35
N -2.31 -1.45 -1.58
N -3.00 0.64 -0.49
N -0.96 -1.19 -1.52
N -1.74 1.16 -0.26
C -2.54 -2.26 -2.63
C -3.87 1.66 -0.64
H -3.56 -2.57 -2.81
H -4.92 1.41 -0.81
C -1.33 -2.51 -3.27
C -3.17 2.85 -0.55
C -0.36 -1.83 -2.54
C -1.83 2.51 -0.31
H -1.18 -3.11 -4.15
H -3.58 3.84 -0.65
H 0.71 -1.75 -2.68
H -0.95 3.13 -0.20
H 1.10 -1.19 -0.12
C 3.29 4.22 4.61
C 3.15 4.25 3.12
C 2.14 5.01 2.53
C 1.91 4.98 1.16
C 2.69 4.15 0.36
C 3.62 3.30 0.97
N 4.19 2.29 0.19
C 4.14 0.92 0.45
C 5.12 0.15 -0.22
C 5.18 -1.22 -0.02
C 4.27 -1.85 0.84
C 3.30 -1.09 1.50
C 3.19 0.27 1.28
C 2.06 0.96 2.05
O 2.34 1.24 3.23
O 0.91 1.20 1.49
C 3.96 3.43 2.33
C 5.06 2.63 2.93
H 3.12 3.20 4.99
H 4.29 4.53 4.95
H 2.55 4.87 5.07
H 1.50 5.61 3.19
H 1.13 5.58 0.71
H 2.57 4.08 -0.72
H 4.57 2.57 -0.71
H 5.83 0.68 -0.86
H 5.95 -1.79 -0.53
H 4.31 -2.93 1.01
H 2.58 -1.56 2.18
H 4.63 1.87 3.61
H 5.64 2.11 2.17
H 5.76 3.26 3.50
*
```